No. 1
Entry from OMol25: a 2-piece molecular cluster, C9H11NO4S overall in a non-equilibrium geometry (ωB97M-V with the def2-TZVPD basis set).

Computed properties:
* relative energy (zero: lowest compared OMol25 entry of this formula, charge and spin): 49.2 kcal/mol
* LUMO level: 0.3 eV
* calculated total energy: -1103.3895 hartree

CARTESIAN COORDINATES (ANGSTROEM)
1 C 3.997 0.108 0.538
2 C 3.367 -0.603 1.547
3 C 3.350 0.337 -0.667
4 C 2.086 -1.091 1.351
5 C 2.067 -0.146 -0.861
6 C 1.445 -0.859 0.146
7 C -4.560 -0.864 0.412
8 C -1.495 2.643 -0.421
9 C -3.056 0.953 -0.087
10 N -3.637 0.091 0.615
11 O -5.743 -0.704 0.253
12 O -0.879 -0.577 -1.019
13 O 0.219 -2.793 -1.092
14 O -2.251 1.842 0.471
15 S -0.256 -1.520 -0.120
16 H 4.996 0.490 0.690
17 H 3.874 -0.772 2.486
18 H 3.844 0.892 -1.451
19 H 1.579 -1.642 2.132
20 H 1.538 0.022 -1.787
21 H -4.116 -1.872 0.550
22 H -0.813 2.018 -1.002
23 H -0.931 3.339 0.195
24 H -2.148 3.199 -1.100
25 H -3.140 0.997 -1.181
26 H 0.662 -3.489 -0.598


No. 2
Entry from OMol25: a 18-piece molecular cluster, C68H180N8O36 overall in a non-equilibrium geometry (ωB97M-V with the def2-TZVPD basis set).

Computed properties:
* relative energy (zero: lowest compared OMol25 entry of this formula, charge and spin): 35.4 kcal/mol
* LUMO level: 0.2 eV
* calculated total energy: -5844.5879 hartree

CARTESIAN COORDINATES (ANGSTROEM)
1 C 23.562 10.979 -6.734
2 O 22.749 12.075 -6.406
3 C 23.196 13.350 -6.723
4 C 22.147 14.430 -6.316
5 N 22.627 15.841 -6.392
6 C 23.603 16.162 -5.369
7 C 24.615 17.221 -5.837
8 O 25.290 16.858 -7.037
9 C 26.337 17.778 -7.251
10 H 22.937 10.159 -6.381
11 H 24.490 11.006 -6.163
12 H 23.776 10.950 -7.803
13 H 23.571 13.463 -7.740
14 H 24.088 13.548 -6.128
15 H 21.992 14.367 -5.239
16 H 21.232 14.308 -6.895
17 H 23.193 15.971 -7.218
18 H 24.205 15.281 -5.148
19 H 23.176 16.479 -4.417
20 H 25.179 17.421 -4.926
21 H 24.175 18.213 -5.937
22 H 25.841 18.714 -7.506
23 H 26.838 17.615 -8.205
24 H 26.995 18.064 -6.431
25 C 28.377 21.270 -3.762
26 O 28.452 22.678 -3.938
27 C 29.592 23.093 -4.594
28 C 29.540 24.653 -4.846
29 N 28.247 25.277 -5.057
30 C 27.713 25.213 -6.425
31 C 26.182 25.371 -6.386
32 O 25.633 24.700 -5.279
33 C 25.507 23.251 -5.467
34 H 27.487 20.922 -4.287
35 H 28.077 21.009 -2.747
36 H 29.300 20.756 -4.031
37 H 29.564 22.657 -5.592
38 H 30.510 22.774 -4.101
39 H 30.254 24.921 -5.625
40 H 29.764 25.190 -3.924
41 H 27.516 24.873 -4.489
42 H 28.076 24.233 -6.731
43 H 27.991 25.982 -7.146
44 H 25.575 25.241 -7.281
45 H 25.957 26.390 -6.072
46 H 25.221 22.810 -4.512
47 H 26.466 22.837 -5.778
48 H 24.820 22.979 -6.269
49 C 25.182 23.600 -0.700
50 O 25.756 24.926 -0.589
51 C 26.992 25.027 -1.240
52 C 28.150 24.255 -0.665
53 N 28.095 22.884 -1.082
54 C 29.194 22.122 -0.343
55 C 29.025 21.954 1.077
56 O 30.250 22.124 1.772
57 C 30.048 21.780 3.086
58 H 25.396 23.115 -1.653
59 H 24.105 23.738 -0.803
60 H 25.548 22.777 -0.086
61 H 27.417 26.030 -1.197
62 H 26.912 24.786 -2.300
63 H 28.146 24.419 0.413
64 H 29.067 24.696 -1.055
65 H 28.341 22.869 -2.062
66 H 30.074 22.737 -0.531
67 H 29.348 21.112 -0.721
68 H 28.598 20.972 1.281
69 H 28.214 22.634 1.338
70 H 31.015 21.902 3.573
71 H 29.750 20.734 3.161
72 H 29.254 22.313 3.609
73 C 30.512 17.618 5.113
74 O 30.858 18.557 6.141
75 C 31.188 18.064 7.443
76 C 31.986 18.979 8.351
77 N 33.466 18.927 8.335
78 C 34.191 19.500 7.194
79 C 34.108 21.116 7.180
80 O 34.463 21.764 8.413
81 C 35.730 21.422 8.988
82 H 31.417 17.068 4.854
83 H 30.222 18.201 4.239
84 H 29.686 16.941 5.331
85 H 31.862 17.208 7.425
86 H 30.332 17.696 8.008
87 H 31.511 19.029 9.331
88 H 31.812 20.021 8.081
89 H 33.846 19.502 9.074
90 H 33.749 19.097 6.283
91 H 35.255 19.272 7.136
92 H 33.050 21.283 6.976
93 H 34.618 21.577 6.334
94 H 35.730 20.382 9.313
95 H 35.713 22.101 9.840
96 H 36.504 21.780 8.307
97 C 29.428 20.378 -7.444
98 O 29.088 19.050 -7.146
99 C 29.880 18.033 -7.690
100 C 29.726 16.712 -7.024
101 N 29.944 16.974 -5.622
102 C 29.359 15.832 -4.833
103 C 30.052 15.556 -3.457
104 O 29.860 16.541 -2.416
105 C 30.653 16.233 -1.287
106 H 28.625 21.033 -7.107
107 H 29.783 20.553 -8.460
108 H 30.229 20.484 -6.713
109 H 30.893 18.404 -7.533
110 H 29.605 17.938 -8.741
111 H 30.289 16.028 -7.660
112 H 28.672 16.472 -7.162
113 H 29.588 17.909 -5.476
114 H 29.594 14.940 -5.413
115 H 28.274 15.798 -4.735
116 H 31.095 15.328 -3.680
117 H 29.548 14.673 -3.065
118 H 31.714 16.303 -1.528
119 H 30.411 15.295 -0.787
120 H 30.513 16.960 -0.487
121 C 16.703 18.559 -3.527
122 O 17.685 17.601 -3.743
123 C 18.330 17.701 -5.002
124 C 19.232 18.949 -4.975
125 N 20.314 18.753 -3.993
126 C 21.649 18.941 -4.535
127 C 22.552 19.224 -3.319
128 O 23.713 19.763 -3.753
129 C 24.607 20.266 -2.676
130 H 17.311 19.460 -3.452
131 H 16.161 18.654 -2.585
132 H 15.914 18.560 -4.278
133 H 17.648 17.727 -5.852
134 H 19.017 16.860 -5.101
135 H 18.769 19.905 -4.732
136 H 19.789 19.213 -5.874
137 H 20.231 17.833 -3.585
138 H 21.627 19.781 -5.229
139 H 21.990 18.045 -5.055
140 H 22.801 18.286 -2.823
141 H 21.939 19.838 -2.659
142 H 24.093 20.877 -1.934
143 H 25.164 21.128 -3.043
144 H 25.219 19.553 -2.123
145 C 23.925 14.893 -11.081
146 O 24.872 14.149 -10.327
147 C 26.145 14.802 -10.206
148 C 27.098 14.060 -9.286
149 N 26.643 13.492 -7.970
150 C 27.647 13.343 -6.949
151 C 27.053 12.803 -5.571
152 O 26.207 13.748 -4.927
153 C 26.131 13.728 -3.576
154 H 22.938 14.451 -10.944
155 H 24.240 15.055 -12.112
156 H 23.874 15.916 -10.710
157 H 26.060 15.836 -9.870
158 H 26.723 14.837 -11.129
159 H 27.909 14.736 -9.016
160 H 27.535 13.303 -9.937
161 H 26.137 14.269 -7.569
162 H 28.229 14.259 -6.850
163 H 28.157 12.505 -7.425
164 H 27.928 12.562 -4.967
165 H 26.484 11.890 -5.746
166 H 27.011 13.512 -2.969
167 H 25.291 13.101 -3.278
168 H 25.837 14.749 -3.332
169 C 19.804 16.441 0.166
170 O 20.537 17.439 1.003
171 C 20.889 18.640 0.408
172 C 19.683 19.557 0.042
173 N 18.810 19.768 1.176
174 C 17.580 20.454 0.726
175 C 16.517 20.757 1.812
176 O 16.905 21.675 2.827
177 C 16.410 22.976 2.627
178 H 19.136 15.879 0.818
179 H 20.417 15.768 -0.434
180 H 19.097 16.848 -0.558
181 H 21.523 18.418 -0.450
182 H 21.562 19.136 1.108
183 H 19.160 19.122 -0.809
184 H 20.084 20.506 -0.313
185 H 18.584 18.836 1.493
186 H 17.077 20.017 -0.137
187 H 17.879 21.379 0.232
188 H 16.299 19.850 2.376
189 H 15.569 21.122 1.415
190 H 16.692 23.376 3.601
191 H 15.349 22.950 2.375
192 H 17.116 23.297 1.862
193 C 25.984 16.801 0.371
194 C 26.192 17.270 1.898
195 O 25.737 18.558 2.121
196 O 25.707 15.397 0.282
197 H 26.808 16.941 -0.328
198 H 25.170 17.381 -0.065
199 H 27.265 17.213 2.080
200 H 25.585 16.600 2.506
201 H 25.881 18.827 3.032
202 H 25.034 15.226 0.945
203 C 31.763 12.799 2.974
204 C 31.115 13.722 4.003
205 O 30.559 12.990 5.086
206 O 32.412 13.508 1.952
207 H 30.994 12.173 2.521
208 H 32.400 12.149 3.575
209 H 30.403 14.330 3.444
210 H 31.878 14.409 4.368
211 H 30.877 13.238 5.957
212 H 32.224 13.073 1.117
213 C 28.212 10.411 -1.964
214 C 27.394 10.823 -0.713
215 O 28.096 11.693 0.152
216 O 28.842 11.456 -2.623
217 H 27.617 9.797 -2.639
218 H 29.056 9.756 -1.746
219 H 27.294 9.899 -0.143
220 H 26.378 11.165 -0.914
221 H 27.778 12.579 -0.037
222 H 29.794 11.345 -2.668
223 C 32.660 17.836 1.631
224 C 33.681 18.383 2.637
225 O 34.057 17.668 3.807
226 O 33.121 16.754 0.839
227 H 32.321 18.619 0.953
228 H 31.770 17.516 2.173
229 H 33.220 19.330 2.918
230 H 34.659 18.555 2.188
231 H 34.974 17.761 4.075
232 H 32.964 15.946 1.332
233 C 23.601 12.693 1.331
234 C 23.086 13.992 1.878
235 O 24.080 14.631 2.652
236 O 24.052 11.871 2.397
237 H 24.503 12.844 0.738
238 H 22.877 12.243 0.651
239 H 22.258 13.644 2.495
240 H 22.753 14.615 1.048
241 H 23.768 14.979 3.490
242 H 24.466 12.466 3.026
243 C 28.411 20.645 8.182
244 C 29.095 21.772 8.991
245 O 29.811 21.399 10.169
246 O 27.712 21.273 7.101
247 H 27.661 20.016 8.662
248 H 29.010 20.032 7.508
249 H 28.507 22.670 9.183
250 H 29.853 22.206 8.338
251 H 30.247 22.217 10.415
252 H 27.283 20.568 6.612
253 C 22.162 21.966 5.726
254 C 23.141 21.649 4.528
255 O 24.397 21.112 4.959
256 O 21.714 20.713 6.207
257 H 21.267 22.534 5.472
258 H 22.679 22.349 6.606
259 H 23.482 22.461 3.886
260 H 22.703 20.847 3.933
261 H 25.059 21.309 4.292
262 H 22.474 20.216 6.519
263 C 20.060 16.424 4.619
264 C 20.342 17.914 4.986
265 O 19.250 18.347 5.706
266 O 21.000 16.018 3.569
267 H 19.038 16.205 4.312
268 H 20.167 15.740 5.461
269 H 20.605 18.706 4.285
270 H 21.228 17.913 5.622
271 H 19.474 19.246 5.958
272 H 20.850 16.516 2.762
273 C 26.513 13.289 4.701
274 C 27.152 11.952 4.199
275 O 26.880 11.008 5.244
276 O 25.125 13.267 4.725
277 H 26.892 14.159 4.163
278 H 26.756 13.419 5.755
279 H 28.192 12.062 3.891
280 H 26.634 11.639 3.293
281 H 27.219 11.328 6.083
282 H 24.721 12.819 5.472
283 C 24.479 17.778 6.719
284 C 25.906 17.951 6.611
285 O 26.437 19.092 6.073
286 O 23.831 18.807 7.518
287 H 24.290 16.730 6.952
288 H 24.069 18.026 5.739
289 H 26.298 17.057 6.125
290 H 26.355 17.917 7.604
291 H 25.930 19.876 6.298
292 H 24.140 18.724 8.423


No. 3
Entry from OMol25: C8H34AgF6N13O15S2 as an isolated structure in a non-equilibrium geometry (ωB97M-V with the def2-TZVPD basis set).

Computed properties:
* relative energy (zero: lowest compared OMol25 entry of this formula, charge and spin): 86.4 kcal/mol
* net charge: +1
* LUMO level (spin up / spin down): -3.2 / -9.1 eV
* multiplicity: 2
* calculated total energy: -3707.9077 hartree

CARTESIAN COORDINATES (ANGSTROEM)
1 Ag 15.298 17.531 15.271
2 C 19.089 17.559 17.510
3 F 18.590 16.351 17.918
4 F 18.656 18.487 18.310
5 F 20.478 17.565 17.614
6 S 18.735 17.911 15.639
7 O 19.928 18.681 15.300
8 O 18.592 16.635 14.982
9 N 17.099 18.700 15.632
10 S 17.352 20.274 15.795
11 O 16.148 21.072 15.851
12 O 18.387 20.568 16.798
13 C 18.197 20.735 14.089
14 F 17.421 21.676 13.571
15 F 19.405 21.201 14.362
16 F 18.326 19.619 13.294
17 O 18.972 15.790 20.881
18 H 18.566 16.644 20.733
19 H 18.237 15.199 21.042
20 O 21.256 18.490 12.493
21 H 21.306 17.935 13.270
22 H 21.005 19.351 12.828
23 O 14.070 19.442 14.637
24 H 13.824 20.113 15.273
25 H 13.808 19.805 13.791
26 O 21.688 16.129 14.187
27 H 21.655 15.297 14.660
28 H 21.926 16.774 14.852
29 O 15.928 16.353 17.047
30 H 16.224 16.751 17.866
31 H 15.835 15.422 17.252
32 C 13.817 22.098 12.274
33 O 13.493 21.000 12.614
34 N 13.233 22.786 11.378
35 N 14.778 22.752 12.861
36 H 12.411 22.383 10.952
37 H 13.438 23.749 11.153
38 H 15.211 22.228 13.608
39 H 15.061 23.697 12.644
40 C 18.921 13.443 15.393
41 O 18.841 12.868 14.369
42 N 17.939 13.481 16.228
43 N 20.048 13.902 15.977
44 H 17.082 13.119 15.836
45 H 18.025 13.816 17.177
46 H 20.918 13.841 15.468
47 H 20.198 14.135 16.948
48 C 20.831 22.627 10.607
49 O 21.258 22.084 9.687
50 N 21.163 22.353 11.903
51 N 19.869 23.502 10.638
52 H 20.909 22.920 12.699
53 H 21.817 21.589 11.995
54 H 19.736 23.836 9.695
55 H 19.473 23.982 11.434
56 C 23.042 14.694 18.265
57 O 23.191 13.621 18.771
58 N 21.943 15.404 18.412
59 N 23.919 15.209 17.500
60 H 21.955 16.364 18.096
61 H 21.214 14.970 18.959
62 H 24.638 14.517 17.341
63 H 23.875 16.115 17.056
64 C 15.277 24.754 17.319
65 O 14.946 25.898 17.335
66 N 15.482 24.234 18.471
67 N 15.369 23.931 16.284
68 H 16.014 23.378 18.538
69 H 15.276 24.810 19.274
70 H 15.148 24.222 15.343
71 H 15.441 22.949 16.509
72 C 17.100 21.437 20.172
73 O 16.580 21.172 19.087
74 N 18.321 20.990 20.466
75 N 16.627 22.113 21.158
76 H 18.683 21.285 21.362
77 H 18.832 20.649 19.664
78 H 17.292 22.365 21.875
79 H 15.801 22.643 20.920


- Among the records above, which one has the highest calculated total energy?
  C9H11NO4S


- The highest calculated total energy belongs to which entry?
  C9H11NO4S


- Which of these has the lowest calculated total energy?
  C68H180N8O36